DFT (wB97M-V/def2-TZVPD) results for the molecule C30H34N2O at a distorted geometry.

Properties
Electronic energy (eV): -36686.5899

Structure (ORCA input):
```
! RIJCOSX wB97M-V def2-TZVPD def2/J DEFGRID3
* xyz 0 1
C -3.320 -0.195 1.789
C -2.508 -1.337 1.726
C -1.094 -1.251 1.781
C -0.425 -0.016 1.878
C 1.121 0.139 2.086
C 2.071 -0.980 2.110
C 3.480 -0.963 2.592
O 1.502 1.306 2.314
C -1.266 1.140 1.905
C -2.665 1.048 1.858
H -4.414 -0.263 1.755
H -2.980 -2.324 1.666
H -0.478 -2.161 1.816
H 1.678 -1.862 1.540
H 3.987 -1.718 1.926
H 3.895 0.061 2.510
H -0.826 2.139 2.034
H -3.265 1.958 1.909
C 6.785 -5.775 0.059
C 6.512 -4.784 1.131
C 7.351 -3.683 1.246
C 7.112 -2.686 2.185
C 8.041 -1.518 2.261
C 5.974 -2.811 2.996
N 5.649 -1.798 3.921
C 4.509 -1.098 3.991
N 4.675 -0.191 4.992
C 3.777 0.839 5.335
C 2.411 0.526 5.423
C 1.934 -0.882 5.275
C 1.498 1.555 5.642
C 1.927 2.859 5.874
C 0.960 3.947 6.156
C 3.287 3.144 5.811
C 4.224 2.161 5.506
C 5.644 2.582 5.340
C 5.875 -0.475 5.822
C 6.525 -1.599 5.098
C 5.133 -3.925 2.934
C 4.002 -4.123 3.894
C 5.417 -4.912 1.989
H 6.064 -6.585 0.117
H 6.731 -5.298 -0.923
H 7.792 -6.180 0.169
H 8.219 -3.624 0.588
H 7.793 -0.802 3.039
H 9.077 -1.832 2.430
H 8.059 -0.955 1.323
H 0.842 -0.903 5.357
H 2.141 -1.254 4.267
H 2.358 -1.645 5.947
H 0.434 1.331 5.659
H 1.511 4.887 6.194
H 0.197 3.988 5.379
H 0.468 3.788 7.114
H 3.626 4.171 5.984
H 5.615 3.662 5.183
H 6.307 2.435 6.199
H 6.144 2.159 4.469
H 6.529 0.394 5.890
H 5.618 -0.768 6.846
H 6.543 -2.514 5.706
H 7.568 -1.372 4.851
H 3.589 -5.116 3.691
H 4.285 -4.109 4.955
H 3.176 -3.411 3.782
H 4.790 -5.811 1.938
*
```